1.
{"formula": "C11H40N8O9", "method": "ωB97M-V/def2-TZVPD", "orbital_gap_ev": 9.850, "fmax_ev_per_a": 4.0, "e_lumo_ha": 0.0118, "smiles": "NC(N)=O.NC(N)=O.NC(N)=O.NC(N)=O.CCO.CCO.CO.CO.CO", "spin_multiplicity": 1, "elements": ["H", "O", "N", "O", "C", "H", "H", "H", "H", "O", "H", "H", "C", "O", "H", "O", "C", "H", "H", "H", "H", "H", "H", "H", "C", "H", "O", "H", "H", "H", "H", "H", "H", "H", "C", "C", "H", "O", "O", "H", "C", "H", "H", "H", "H", "C", "H", "H", "H", "H", "N", "C", "O", "H", "N", "N", "H", "C", "C", "N", "N", "H", "H", "H", "H", "N", "N", "H"], "xyz": [[-3.593, -1.541, -1.481], [-1.097, 0.334, 0.096], [3.279, 0.950, 0.452], [0.257, -3.923, -3.332], [-0.047, -2.689, -3.995], [0.212, -1.186, -0.270], [-5.363, -1.207, 0.031], [-1.921, -2.108, -3.276], [-0.521, -1.828, -2.199], [1.653, -0.492, 3.074], [3.196, -0.010, 0.757], [3.879, -0.818, 3.768], [-1.922, 1.752, 2.552], [-2.155, 2.526, 3.774], [1.975, -3.565, 1.338], [-0.095, 3.953, -0.881], [2.179, 0.111, 3.946], [0.686, -0.128, 1.011], [-0.737, -0.753, -3.632], [2.763, 1.543, 1.082], [1.018, 1.849, 4.142], [-4.296, -0.334, 1.024], [3.491, 3.296, -0.251], [4.919, -4.222, 1.029], [-0.882, -1.733, -3.227], [-2.934, -2.522, 1.254], [4.462, -2.170, 2.455], [-0.437, -4.591, -3.288], [-0.542, -1.302, 1.294], [-1.941, -0.072, -0.101], [3.511, -3.927, -0.017], [-1.738, 3.363, 3.543], [-0.408, 1.538, -1.175], [-1.852, 2.460, 1.733], [3.456, 1.274, -0.879], [-4.317, -1.209, 0.338], [2.185, 1.475, 5.397], [3.749, 0.551, -1.784], [-4.544, 1.788, -1.728], [-3.970, -3.311, 0.222], [3.762, -2.726, 1.623], [-0.559, -2.972, -4.931], [2.034, -2.266, 2.427], [3.896, 0.609, 4.756], [-2.747, 1.033, 2.474], [-0.174, -0.605, 0.561], [0.079, 1.606, -2.830], [-4.024, 1.474, -0.964], [0.891, -2.229, -4.293], [0.926, 3.134, -3.732], [3.392, -0.150, 4.399], [0.251, 3.333, -1.848], [-3.423, -0.933, -0.762], [-4.619, -2.718, 1.782], [2.424, -2.712, 1.639], [0.764, 3.847, -3.026], [-0.997, 1.179, 2.620], [-3.629, 2.494, -2.568], [-3.957, -2.527, 0.951], [3.324, 2.656, -1.027], [4.160, -3.612, 0.701], [1.408, 4.649, -3.022], [-3.945, 3.555, -2.642], [-2.616, 2.448, -2.194], [3.696, 2.991, -1.910], [1.758, 1.255, 4.521], [0.092, 1.977, -1.929], [-3.726, 2.090, -3.572]]}



2.
{"formula": "C11H40O9", "method": "ωB97M-V/def2-TZVPD", "orbital_gap_ev": 9.985, "fmax_ev_per_a": 1.1, "e_lumo_ha": 0.0142, "smiles": "CCO.CCO.CO.CO.CO.CO.CO.CO.CO", "spin_multiplicity": 1, "elements": ["C", "H", "H", "H", "C", "H", "H", "H", "O", "H", "H", "C", "H", "O", "H", "H", "H", "C", "H", "H", "H", "C", "O", "O", "H", "H", "H", "H", "H", "H", "H", "H", "H", "H", "H", "H", "H", "O", "O", "O", "C", "H", "H", "H", "H", "H", "H", "C", "H", "H", "C", "C", "H", "C", "H", "C", "H", "O", "O", "H"], "xyz": [[-3.021, -0.548, 1.421], [3.606, -2.638, 2.123], [-4.630, 1.121, -1.313], [-0.246, 1.440, 0.655], [3.694, -0.928, -2.713], [-2.678, -2.168, 2.797], [-0.490, -0.729, 4.781], [0.115, 3.786, -2.701], [1.694, 0.836, 2.382], [-2.536, -0.053, 0.578], [0.692, -2.926, -1.176], [2.268, 2.131, 2.308], [2.181, 2.560, 1.304], [4.094, -2.574, 0.083], [-1.546, 0.903, 3.054], [-4.523, 2.892, -1.163], [-1.793, -2.829, -2.962], [-2.192, -1.672, 1.959], [-0.379, 0.890, 5.562], [1.160, 1.564, -3.209], [0.754, 2.101, -0.765], [-0.142, 3.010, -3.434], [-2.758, 1.790, -0.875], [0.897, 2.193, -3.891], [3.323, 2.068, 2.574], [2.883, -1.633, -2.517], [-1.225, -1.306, 2.320], [0.329, -3.941, -2.618], [2.589, -1.565, 1.148], [-0.991, 2.465, -2.981], [-1.842, -2.215, -1.316], [-1.939, 0.262, 5.088], [3.874, -0.832, -3.783], [-0.516, -4.158, -1.096], [-0.737, 1.144, -0.922], [-1.949, -2.350, 1.143], [-3.991, -0.906, 1.062], [-0.716, 0.962, 3.555], [0.979, 0.105, -0.398], [3.332, 0.369, -2.262], [0.183, 1.279, -0.335], [4.606, -1.308, -2.248], [-3.896, 2.105, -2.602], [1.767, 2.822, 2.992], [-2.112, 2.345, -1.321], [-0.263, -0.713, -1.912], [2.798, 0.277, -1.467], [3.599, -1.966, 1.253], [0.831, 0.887, 2.840], [-0.596, 3.483, -4.306], [-4.014, 1.992, -1.522], [-0.089, -3.402, -1.772], [3.655, -3.424, -0.008], [-0.884, 0.285, 4.811], [-3.783, 1.122, 2.119], [-1.178, -2.414, -2.163], [1.326, -0.084, 0.487], [-3.198, 0.441, 2.467], [-0.653, -1.189, -2.656], [4.278, -1.163, 1.540]]}



3.
{"formula": "C11H40O9", "method": "ωB97M-V/def2-TZVPD", "orbital_gap_ev": 10.212, "fmax_ev_per_a": 1.0, "e_lumo_ha": 0.0159, "smiles": "CC(C)O.CO.CO.CO.CO.CO.CO.CO.CO", "spin_multiplicity": 1, "elements": ["C", "O", "H", "H", "H", "C", "H", "C", "H", "H", "H", "H", "H", "O", "H", "H", "H", "H", "C", "H", "H", "O", "H", "H", "O", "H", "H", "H", "H", "C", "H", "H", "H", "C", "H", "H", "H", "H", "O", "H", "H", "O", "H", "H", "C", "H", "C", "C", "H", "H", "O", "H", "C", "C", "H", "H", "O", "H", "O", "H"], "xyz": [[-2.053, -1.504, 3.295], [2.096, -2.515, 1.584], [-2.968, 1.298, -4.051], [3.146, 1.881, -0.252], [-2.383, 1.342, 0.151], [-2.622, -2.261, 2.096], [3.005, -2.490, 1.890], [5.191, -1.360, -0.133], [3.421, -0.434, -4.498], [5.333, -1.140, 0.932], [6.174, -1.235, -0.579], [0.017, 0.770, -0.767], [-1.859, -2.252, 1.320], [-2.968, 0.684, 0.581], [-4.698, 1.567, -0.073], [3.488, 1.822, -1.948], [0.943, -1.625, 3.012], [0.520, 0.301, 0.875], [2.701, 1.639, -1.215], [-4.803, 0.929, 1.593], [-3.500, -2.035, 4.934], [1.897, -0.399, -3.120], [-1.700, 4.691, -0.576], [-2.886, -3.285, 2.358], [1.525, 2.432, -1.431], [-3.509, -1.720, 1.766], [-2.974, 3.627, -0.933], [4.497, -0.609, -0.519], [-0.282, 2.695, -0.510], [-4.155, 1.414, 0.864], [0.281, -3.112, 2.293], [1.559, -3.278, 3.469], [-2.077, 0.279, 2.424], [3.222, -0.735, -3.475], [-0.816, -0.530, 0.042], [-1.420, 0.427, -3.923], [-3.994, 2.415, 1.282], [-2.666, -0.549, 5.147], [1.109, -1.017, -0.575], [-1.599, 3.699, -2.091], [-3.931, -0.699, 3.914], [-1.419, -0.296, 2.857], [1.286, -1.667, 0.127], [-1.907, 1.675, -2.721], [0.164, -0.067, -0.089], [3.387, -1.803, -3.312], [-1.917, 1.390, -3.781], [-1.892, 3.716, -1.041], [2.381, 0.597, -1.221], [-0.302, 2.251, -4.471], [-1.249, 2.365, -4.564], [3.955, -0.249, -2.820], [-3.069, -1.202, 4.371], [1.177, -2.633, 2.679], [1.685, -0.760, -2.232], [-1.178, -1.966, 3.767], [4.658, -2.658, -0.331], [3.945, -2.774, 0.299], [-1.231, 2.685, -0.329], [1.263, 2.270, -2.344]]}